<1>
A structure of composition C38H39F6IN7O4PPbS2Si. Source: OMol25; level of theory: ωB97M-V/def2-TZVPD.

```
100
Properties=species:S:1:pos:R:3
Pb 0.0808 -0.3515 -0.4097
N 3.5137 -2.5674 2.1362
C 2.4401 -1.8782 1.6978
S 2.7225 -0.7866 0.3603
N 1.3328 -2.0663 2.3653
N 0.2664 -1.3165 1.9818
C -0.7264 -1.2807 2.8042
C -0.7424 -2.0010 4.1064
C -0.8593 -1.2836 5.2932
C -0.8712 -1.9478 6.5114
C -0.7791 -3.3313 6.5470
C -0.6652 -4.0512 5.3643
C -0.6405 -3.3876 4.1493
C -1.9079 -0.4638 2.4294
C -3.0988 -0.5535 3.1494
C -4.1752 0.2408 2.7778
C -4.0470 1.0890 1.6906
C -2.8405 1.0926 1.0069
N -1.7990 0.3491 1.3683
H 4.3457 -2.5960 1.5777
H 3.3722 -3.2630 2.8513
H -0.9328 -0.2018 5.2649
H -0.9496 -1.3837 7.4322
H -0.7913 -3.8503 7.4969
H -0.5772 -5.1295 5.3874
H -0.5153 -3.9396 3.2301
H -3.1747 -1.2380 3.9805
H -5.1050 0.1852 3.3296
H -4.8571 1.7259 1.3627
H -2.7148 1.7010 0.1187
F -0.5096 1.2023 -2.6703
P -0.9674 0.5687 -4.1864
F -0.9027 -0.8956 -3.4702
F -0.9608 2.0664 -4.7525
F -1.3685 -0.0616 -5.5773
F 0.6133 0.4177 -4.5163
F -2.4866 0.7237 -3.7139
I -5.4255 -3.6182 -3.5376
C -4.3134 -2.7781 -2.0245
C -4.7708 -2.2460 -0.8443
N -3.6843 -1.8027 -0.1848
N -2.5406 -2.0169 -0.8540
C -2.9210 -2.6092 -1.9799
H -5.7656 -2.1567 -0.4404
H -3.6591 -1.3862 0.7302
H -2.2154 -2.8709 -2.7509
N 0.7000 -2.6884 -1.9773
C 1.0749 -3.7085 -1.0978
C 0.1042 -4.2768 -0.2655
C 0.4674 -5.1894 0.6999
C 1.8086 -5.5348 0.8415
C 2.7793 -4.9976 0.0038
C 2.4083 -4.0943 -0.9732
S 2.2827 -6.6248 2.1291
O 1.4272 -6.3804 3.2766
O 3.6988 -6.5306 2.3027
O 1.8904 -8.0320 1.7574
H 1.3495 -2.4752 -2.7233
H -0.2316 -2.7904 -2.3597
H -0.9302 -3.9716 -0.3624
H -0.2786 -5.6083 1.3615
H 3.8160 -5.2761 0.1296
H 3.1602 -3.6578 -1.6190
C 3.9775 1.6783 -1.7023
C 4.0214 2.7404 -0.7169
C 4.0416 4.1336 -1.1449
C 4.0369 2.3994 0.6898
Si 0.1817 3.1125 -1.3572
O 0.9250 2.0056 -0.5688
C 0.9080 3.9310 -2.8261
C 1.7111 3.2189 -3.7249
C 2.3134 3.8619 -4.7918
C 2.1339 5.2302 -4.9691
C 1.3331 5.9495 -4.0937
C 0.7140 5.3002 -3.0345
C -1.3371 3.8873 -0.7035
C -1.5748 3.9421 0.6753
C -2.7437 4.5061 1.1580
C -3.6967 4.9881 0.2676
C -3.4822 4.9216 -1.1020
C -2.2988 4.3872 -1.5895
H 4.4359 0.7485 -1.3722
H 4.2711 1.9913 -2.7016
H 2.8818 1.4903 -1.7258
H 5.1244 4.3604 -1.1467
H 3.5920 4.8099 -0.4204
H 3.6775 4.2865 -2.1591
H 4.8642 1.7089 0.8891
H 3.1594 1.7462 0.8549
H 4.0418 3.2519 1.3617
H 1.8117 2.1454 -3.6252
H 2.8946 3.2946 -5.5081
H 2.6038 5.7316 -5.8057
H 1.1808 7.0100 -4.2433
H 0.0827 5.8684 -2.3598
H -0.8428 3.5323 1.3628
H -2.9185 4.5655 2.2245
H -4.6148 5.4197 0.6460
H -4.2326 5.2904 -1.7891
H -2.1301 4.3401 -2.6604
```

Calculated values
Spin multiplicity   2
Expectation value of S²   0.76
Total charge   +1
Frontier orbital gap (alpha / beta)   0.217 / 0.187 hartree
HOMO energy (alpha / beta)   -10.38 / -10.38 eV
LUMO (alpha / beta)   -4.5 / -5.3 eV



<2>
A structure of composition C38H39F6IN7O4PPbS2Si. Source: OMol25; level of theory: ωB97M-V/def2-TZVPD.

```
100
Properties=species:S:1:pos:R:3
Pb -0.5867 0.9200 -0.2486
N -4.1678 0.4054 2.9019
C -3.0442 0.7395 2.1839
S -3.1268 0.2949 0.4957
N -2.0880 1.2665 2.8818
N -0.9270 1.5956 2.2122
C 0.0105 2.0192 2.9841
C -0.1543 2.0824 4.4640
C 0.1497 0.9699 5.2393
C 0.0123 1.0242 6.6182
C -0.4351 2.1898 7.2248
C -0.7368 3.3012 6.4508
C -0.5909 3.2515 5.0722
C 1.3187 2.4405 2.4163
C 2.4021 2.6335 3.2617
C 3.6226 3.0067 2.7156
C 3.7156 3.1822 1.3509
C 2.5800 2.9706 0.5817
N 1.4058 2.6115 1.0895
H -5.0237 0.3380 2.3762
H -4.2383 0.8434 3.8091
H 0.5102 0.0661 4.7610
H 0.2606 0.1603 7.2208
H -0.5383 2.2349 8.3006
H -1.0867 4.2105 6.9210
H -0.8190 4.1215 4.4688
H 2.2946 2.4871 4.3262
H 4.4845 3.1500 3.3533
H 4.6427 3.4674 0.8751
H 2.6306 3.0836 -0.4921
F 1.7177 -1.3417 -1.7304
P 3.0273 -0.1988 -1.5476
F 3.2406 -0.3594 -3.1185
F 1.9292 0.9667 -1.8717
F 4.1707 0.8907 -1.3853
F 2.6081 -0.1154 0.0046
F 4.0057 -1.4043 -1.2523
I -2.6622 1.8310 -6.8286
C -1.5771 1.2013 -5.2373
C -0.2779 0.7321 -5.2236
N -0.0220 0.3959 -3.9554
N -1.0624 0.6285 -3.1293
C -2.0051 1.1366 -3.9029
H 0.4466 0.6233 -6.0129
H 0.8397 0.0381 -3.5719
H -2.9682 1.4024 -3.4969
N -1.1117 3.5759 -0.7233
C -0.9946 3.9546 -2.0868
C -2.0690 4.4830 -2.7912
C -1.9430 4.7231 -4.1527
C -0.7455 4.4546 -4.7996
C 0.3416 3.9670 -4.0854
C 0.2115 3.7072 -2.7354
S -0.5798 4.6433 -6.5455
O -1.9726 4.2564 -7.0715
O -0.3787 6.0181 -6.8881
O 0.4096 3.6842 -6.9555
H -1.9219 3.9524 -0.2476
H -0.2804 3.7986 -0.1854
H -3.0068 4.6832 -2.2867
H -2.7809 5.1089 -4.7179
H 1.2672 3.7554 -4.6037
H 1.0345 3.2664 -2.1895
C -3.3172 -2.7881 1.8691
C -2.0631 -3.1801 2.4406
C -1.5313 -4.5246 2.2072
C -1.2914 -2.2304 3.2251
Si 0.7146 -2.5888 -0.3862
O -0.0928 -1.5012 0.3735
C -0.1704 -3.4612 -1.7356
C -1.1232 -2.7871 -2.5079
C -1.8492 -3.4615 -3.4752
C -1.6432 -4.8221 -3.6717
C -0.7105 -5.5078 -2.9082
C 0.0292 -4.8298 -1.9483
C 2.1410 -3.5232 0.2931
C 2.3774 -3.6099 1.6678
C 3.4763 -4.2992 2.1576
C 4.3561 -4.9044 1.2723
C 4.1348 -4.8304 -0.0958
C 3.0338 -4.1461 -0.5828
H -3.9607 -2.3207 2.6221
H -3.8239 -3.5550 1.2928
H -3.0862 -1.9008 1.2220
H -1.7922 -5.0908 3.1150
H -0.4436 -4.5371 2.1527
H -1.9875 -5.0231 1.3549
H -1.8955 -1.4619 3.7076
H -0.7036 -1.7252 2.4275
H -0.5901 -2.7104 3.9057
H -1.2938 -1.7282 -2.3502
H -2.5763 -2.9309 -4.0764
H -2.2105 -5.3484 -4.4284
H -0.5523 -6.5665 -3.0666
H 0.7699 -5.3668 -1.3675
H 1.7208 -3.1036 2.3671
H 3.6555 -4.3536 3.2235
H 5.2264 -5.4250 1.6499
H 4.8283 -5.2954 -0.7834
H 2.8771 -4.0875 -1.6534
```

Calculated values
Spin multiplicity   2
Expectation value of S²   0.76
Total charge   +1
Frontier orbital gap (alpha / beta)   0.231 / 0.228 hartree
HOMO energy (alpha / beta)   -10.65 / -10.68 eV
LUMO (alpha / beta)   -4.4 / -4.5 eV



It comes down to <2>, which is 20.0 kcal/mol more stable than the next structure.



<1>
An isolated molecule of C3H2Cl2F2. Source: OMol25; level of theory: ωB97M-V/def2-TZVPD.

```
9
Properties=species:S:1:pos:R:3
F -2.3642 0.6718 0.9676
C -1.4519 0.2395 0.1831
Cl -2.1405 -0.7080 -1.1204
C -0.1797 0.5203 0.4237
C 1.1263 -0.2813 -0.3635
F 1.9293 0.6514 -0.8471
Cl 1.9514 -1.2957 0.8400
H 0.2883 1.1322 1.2371
H 0.8409 -0.9302 -1.3205
```

Calculated values
SMILES string   F/C(Cl)=C/[C@@H](F)Cl
Total charge   0
Frontier orbital gap   0.398 hartree
HOMO energy   -10.16 eV
LUMO   0.7 eV



<2>
A cluster of 2 separate species, C3H2Cl2F2 in total. Source: OMol25; level of theory: ωB97M-V/def2-TZVPD.

```
9
Properties=species:S:1:pos:R:3
C 1.2450 -0.9053 0.8798
C 1.2016 -0.3650 -0.2860
C -1.3566 0.6894 -0.5474
F 1.6656 -0.3457 -1.4786
F -1.9098 0.0074 -1.5025
Cl -1.1450 2.4428 -0.9724
Cl -2.1002 0.3349 0.9618
H 2.0534 -1.3622 1.4775
H 0.3458 -0.4962 1.4678
```

Calculated values
Total charge   0
Frontier orbital gap (alpha / beta)   0.303 / 0.333 hartree
HOMO energy (alpha / beta)   -8.86 / -9.03 eV
LUMO (alpha / beta)   -0.6 / 0.0 eV



<3>
A cluster of 2 separate species, C3H2Cl2F2 in total. Source: OMol25; level of theory: ωB97M-V/def2-TZVPD.

```
9
Properties=species:S:1:pos:R:3
F -2.9734 -1.6581 1.2691
C -2.3205 -1.2505 0.1181
Cl -3.5328 -1.3726 -1.2566
Cl -1.7448 0.3918 0.1827
H -1.4136 -2.0042 0.0885
C 0.7165 -1.3222 1.5117
C 1.1565 -0.4968 0.7227
F 1.5617 0.0627 -0.3159
H 0.1951 -1.5061 2.3764
```

Calculated values
SMILES string   FC(Cl)Cl.C#CF
Total charge   0
Frontier orbital gap   0.406 hartree
HOMO energy   -10.48 eV
LUMO   0.6 eV



It comes down to <1>, which is 47.5 kcal/mol more stable than the next structure.



<1>
A cluster of 2 separate species, C6H6N2O in total. Source: OMol25; level of theory: ωB97M-V/def2-TZVPD.

```
15
Properties=species:S:1:pos:R:3
C 0.7716 -1.8085 1.2118
C 0.9676 0.0892 -0.2796
C -0.6390 0.1568 1.5228
C 0.7115 1.3956 -0.6120
C -0.9901 1.4353 1.0768
C 0.3292 -0.5426 0.8092
N 1.0660 -2.8806 1.4797
N -0.2762 -0.8592 -2.0245
O -0.2422 2.0589 0.1238
H 1.6751 -0.3959 -0.8346
H -1.1434 -0.4318 2.2697
H 0.8925 1.8894 -1.5720
H -1.5343 2.0500 1.6587
H -0.3186 -1.4972 -2.8219
H -1.2697 -0.6592 -2.0079
```

Calculated values
Total charge   0
Frontier orbital gap (alpha / beta)   0.209 / 0.331 hartree
HOMO energy (alpha / beta)   -6.91 / -9.54 eV
LUMO (alpha / beta)   -1.2 / -0.5 eV



<2>
An isolated molecule of C6H6N2O. Source: OMol25; level of theory: ωB97M-V/def2-TZVPD.

```
15
Properties=species:S:1:pos:R:3
O 2.6299 -0.8633 0.4234
N 2.1981 -0.2669 1.6424
C 1.0563 0.1043 1.5879
C 0.0327 0.2079 0.4251
C 0.1629 -0.3422 -0.8230
C -0.8876 -0.1956 -1.6843
C -2.0462 0.4056 -1.4288
N -2.1991 0.9425 -0.1407
C -1.2143 0.8237 0.7152
H 3.4154 -1.2821 0.7109
H 0.6904 0.7810 2.5432
H 1.2095 -0.9495 -0.8445
H -0.6847 -0.8867 -2.7247
H -2.8239 0.5307 -2.1993
H -1.5395 0.9905 1.7973
```

Calculated values
SMILES string   O/N=C\c1cccnc1
Total charge   0
Frontier orbital gap   0.368 hartree
HOMO energy   -9.62 eV
LUMO   0.4 eV



<3>
An isolated molecule of C6H6N2O. Source: OMol25; level of theory: ωB97M-V/def2-TZVPD.

```
15
Properties=species:S:1:pos:R:3
C -1.9740 0.7141 -0.1965
C -0.7816 1.5025 -0.0050
C -1.6560 -0.5777 -0.0553
C 0.2525 0.6043 -0.0082
C 1.6064 0.9262 0.1976
C 0.3486 -1.8395 0.0482
N 2.7546 0.4443 0.1651
N -0.2970 -0.6458 -0.0358
O 3.3866 -0.5871 -0.0360
H -3.0525 0.9494 -0.2028
H -0.8376 2.5353 -0.0415
H -2.3373 -1.4355 -0.1757
H 1.5585 1.9945 0.4002
H 1.4289 -1.9518 -0.1445
H -0.4000 -2.6333 0.0904
```

Calculated values
Total charge   0
Frontier orbital gap (alpha / beta)   0.306 / 0.254 hartree
HOMO energy (alpha / beta)   -8.49 / -7.35 eV
LUMO (alpha / beta)   -0.1 / -0.4 eV



It comes down to <2>, which is 33.1 kcal/mol more stable than the next structure.



<1>
A cluster of 2 separate species, C9H20NO2S in total. Source: OMol25; level of theory: ωB97M-V/def2-TZVPD.

```
33
Properties=species:S:1:pos:R:3
C 0.1776 -0.7095 -0.1170
C -0.3135 2.6571 2.3408
C -0.9631 1.0365 -1.6329
C 1.1036 0.1572 -2.5508
C -0.8178 -1.2848 -2.3493
C -0.7315 -1.5164 0.6517
C 0.6263 1.5658 2.8284
C -0.5317 -0.0712 1.0543
C 0.0444 0.1291 2.4524
N -0.1282 -0.2038 -1.6224
O 1.5755 -2.5769 -1.4912
O 2.1949 -3.0821 0.7380
S 1.2285 -3.2531 -0.2562
H 0.2410 3.6064 2.4709
H -0.5176 2.6933 1.3291
H -1.2507 2.5459 2.9847
H -1.1462 1.2644 -2.7808
H -1.8825 0.8912 -1.0609
H -0.4312 1.9861 -1.2531
H 1.8349 0.7247 -2.0157
H 1.5305 -0.8202 -2.9076
H 0.8573 0.5935 -3.4447
H -0.7941 -1.0194 -3.3822
H -0.3639 -2.1718 -2.1626
H -1.8097 -1.3500 -1.9762
H -1.6556 -1.6385 0.0894
H -0.4507 -2.4266 1.2391
H 1.6950 1.6980 2.4338
H 0.7144 1.5863 3.8887
H -1.3109 0.6658 0.8928
H 1.2882 -0.8395 -0.0680
H -0.7836 -0.1632 3.0263
H 0.7704 -0.6743 2.6513
```

Calculated values
Total charge   +1
Frontier orbital gap   0.361 hartree
HOMO energy   -14.14 eV
LUMO   -4.3 eV



<2>
A cluster of 2 separate species, C9H20NO2S in total. Source: OMol25; level of theory: ωB97M-V/def2-TZVPD.

```
33
Properties=species:S:1:pos:R:3
C -0.0114 0.0724 0.7387
C 1.4194 -0.8612 -3.5354
C -1.5258 1.8333 1.5018
C -2.2473 -0.1751 0.4845
C -1.3993 -0.1409 2.7358
C 1.2032 0.7666 1.2171
C 0.6919 -0.1048 -2.3861
C 0.8048 0.9767 -0.2069
C 1.5573 0.3473 -1.2773
N -1.2569 0.4641 1.2992
O 2.1510 -2.1768 0.6730
O 0.3218 -2.9039 -0.5513
S 1.6779 -3.1572 -0.2362
H 0.8879 -1.7948 -3.9372
H 1.6215 -0.1167 -4.2555
H 2.5227 -1.0391 -3.1013
H -2.3758 2.0172 2.0704
H -0.6691 2.2805 2.0477
H -1.6447 2.2351 0.5070
H -2.1181 -1.1894 0.4181
H -3.2435 0.0361 0.7953
H -2.1915 0.3955 -0.5361
H -2.3822 0.2068 3.0408
H -1.3826 -1.2405 2.6556
H -0.6510 0.2227 3.3200
H 1.1773 1.4810 2.0731
H 2.1088 0.1705 1.3507
H 0.0009 0.6256 -2.8767
H 0.0058 -0.8624 -1.8839
H 0.5303 1.9982 -0.3469
H 0.0955 -1.0898 0.7011
H 2.1816 1.1326 -1.7287
H 2.1396 -0.4096 -0.7704
```

Calculated values
Total charge   +1
Frontier orbital gap   0.350 hartree
HOMO energy   -13.87 eV
LUMO   -4.3 eV



It comes down to <2>, which is 11.8 kcal/mol more stable than the next structure.